Molecular formula: C30H27GaN5O7Te
Method: DFT, ωB97M-V with the def2-TZVPD basis set

XYZ file:
```
71
Properties=species:S:1:pos:R:3:forces:R:3
Ga -0.4832 1.7336 -1.9754 0.2 0.1 -0.1
O 5.4102 -0.7884 1.5728 0.0 0.0 -0.1
C 4.7238 -1.4911 0.8086 -0.1 0.0 0.1
O 4.6958 -2.7219 0.6286 0.0 0.0 0.0
C 3.6939 -0.6972 -0.0385 0.0 0.0 0.0
C 2.8450 -1.3454 -0.9193 0.0 0.0 -0.1
C 1.9053 -0.6063 -1.6239 -0.1 0.0 0.0
N 1.7825 0.7141 -1.4742 -0.2 0.2 0.2
C 2.6037 1.3526 -0.6334 0.1 0.0 0.0
C 3.5771 0.6777 0.0906 0.0 0.0 0.0
C 2.4120 2.8250 -0.4978 0.0 0.0 0.0
C 2.9132 3.5212 0.6005 0.0 0.0 0.0
C 2.6689 4.8772 0.7015 0.0 0.0 0.0
C 1.9356 5.5073 -0.2918 0.0 0.0 0.0
C 1.4794 4.7355 -1.3458 0.0 0.0 0.0
N 1.7131 3.4325 -1.4554 0.0 0.0 -0.1
C 0.9222 -1.2410 -2.5508 0.1 0.0 0.0
C 1.0072 -2.5763 -2.9277 0.0 0.0 0.0
C 0.0259 -3.1019 -3.7521 0.1 0.0 0.0
C -1.0097 -2.2905 -4.1837 0.0 0.0 0.0
C -1.0154 -0.9688 -3.7702 -0.1 0.0 0.0
N -0.0730 -0.4604 -2.9826 0.1 0.0 0.0
H 2.9419 -2.4203 -0.9963 0.0 0.0 0.0
H 4.2645 1.1654 0.7678 0.0 0.0 0.0
H 3.4613 3.0063 1.3761 0.0 0.0 0.0
H 3.0374 5.4327 1.5548 0.0 0.0 0.0
H 1.7120 6.5646 -0.2503 0.0 0.0 0.0
H 0.8886 5.1808 -2.1400 0.0 0.0 0.0
H 1.8160 -3.1997 -2.5746 0.0 0.0 0.0
H 0.0667 -4.1442 -4.0434 0.0 0.0 0.0
H -1.8167 -2.6674 -4.7964 0.0 0.0 0.0
H -1.8264 -0.2980 -4.0425 0.0 0.0 0.0
O -3.7706 -2.0228 -1.9833 0.0 0.0 0.0
C -2.8550 -1.5309 -1.3539 -0.2 0.1 0.0
O -2.6495 -0.2436 -1.1843 0.1 -0.1 0.1
C -1.8256 -2.4111 -0.6957 0.0 0.0 0.0
C -0.7377 -1.8983 -0.0053 -0.1 0.0 0.0
C 0.2391 -2.7337 0.5489 0.0 0.0 0.1
C 0.0651 -4.0822 0.3731 0.0 0.0 0.0
O 0.8755 -5.1004 0.7952 0.0 0.0 0.0
C 0.2535 -6.3077 0.3684 0.0 0.1 0.0
O -0.9266 -5.9706 -0.3584 0.0 0.0 0.0
C -1.0198 -4.5982 -0.3151 0.0 0.0 0.0
C -1.9842 -3.7965 -0.8575 0.0 0.0 0.0
H -0.6413 -0.8229 0.0810 0.0 0.0 0.0
H 1.1118 -2.3481 1.0602 0.0 0.0 0.0
H -0.0176 -6.9033 1.2433 0.0 0.0 0.0
H 0.9374 -6.8545 -0.2836 0.0 0.0 0.0
H -2.8299 -4.1805 -1.4100 0.0 0.0 0.0
Te -3.9114 1.1538 -2.1116 -0.1 0.0 0.1
C -2.6090 3.9394 0.6579 0.0 -0.1 0.0
N -2.2863 2.8905 1.6090 -0.1 0.1 0.0
C -3.3661 2.4986 2.4957 0.0 0.0 0.0
C -2.8248 1.7984 3.7238 0.0 0.0 0.0
C -1.8903 0.6899 3.2903 0.0 0.0 0.0
N -0.8649 1.2184 2.4109 -0.1 0.0 0.0
C 0.3783 0.4774 2.3582 0.0 0.0 0.0
C -1.1236 2.1902 1.4799 0.1 0.0 -0.1
O -0.3094 2.4612 0.5855 0.1 -0.1 0.2
H -3.4542 3.6461 0.0346 -0.1 0.0 0.0
H -1.7573 4.1092 0.0080 0.0 0.0 0.0
H -2.8461 4.8595 1.2016 0.0 0.0 0.0
H -4.0771 1.8599 1.9578 0.0 0.0 0.0
H -3.9046 3.4041 2.7847 0.0 0.0 0.0
H -3.6434 1.3976 4.3228 0.0 0.0 0.0
H -2.2714 2.5140 4.3371 0.0 0.0 0.0
H -2.4496 -0.1113 2.7889 0.0 0.0 0.0
H -1.3941 0.2430 4.1537 0.0 0.0 0.0
H 0.2008 -0.5645 2.0898 0.0 0.0 0.0
H 0.8623 0.4954 3.3380 0.0 0.0 0.0
H 1.0388 0.9265 1.6253 0.0 0.0 0.0
```
Positions in Å, forces in eV/Å.

Results
Max |F| = 0.0066 Eh/bohr
LUMO level = 0.077 Ha
Energy = -4152.8339 Eh
Spin multiplicity = 1
Total charge = -1
Kohn-Sham gap = 6.100 eV
Energy relative to the best compared isomer or geometry (same formula, charge and spin) = 32.9 kcal/mol

---

Molecular formula: C2H13NO5
Method: DFT, ωB97M-V with the def2-TZVPD basis set

XYZ file:
```
21
Properties=species:S:1:pos:R:3:forces:R:3
C -0.4322 -1.9861 2.0953 -2.5 1.4 -2.6
C 0.8425 -1.5465 1.4464 0.8 -1.2 2.5
N 1.9840 -1.5281 2.1611 1.7 0.9 0.3
O 0.8431 -1.3371 0.2442 -0.3 1.8 -2.2
H -1.0884 -1.1326 2.3738 0.9 0.1 0.3
H -0.5009 -2.6661 2.9227 0.4 -0.6 0.0
H -1.0213 -2.2153 1.1218 0.7 -0.9 2.0
H 2.8736 -1.0863 1.7932 -1.8 -1.0 0.2
H 2.0756 -1.8237 3.1437 -0.6 0.3 -0.9
H -0.3113 -0.0131 -3.0673 -0.1 0.2 -1.0
H 0.0394 0.0677 -4.5927 -0.2 0.3 0.5
O -0.3500 0.5716 -3.8529 0.3 -0.8 0.4
H 0.6922 3.1837 -2.2592 -1.9 -0.7 -0.2
H -0.1775 2.0981 -2.9692 0.0 -0.6 -1.4
O -0.2257 2.7587 -2.2860 2.2 1.1 1.9
H -0.1793 -0.3379 -0.4671 -0.3 1.5 0.2
H -0.1465 1.3810 -1.0568 -1.1 -0.7 0.0
O -0.7538 0.6188 -0.6786 2.0 -0.8 0.7
H -1.2700 1.1305 0.6891 -0.7 0.0 0.0
H -1.4914 2.3789 1.6053 -0.4 4.6 -0.2
O -1.4020 1.4839 1.6331 0.9 -4.9 -0.4
```
Positions in Å, forces in eV/Å.

Results
Max |F| = 0.0963 Eh/bohr
LUMO level (spin up / spin down) = -0.112 / -0.366 Ha
Energy = -514.5786 Eh
Spin multiplicity = 2
Total charge = +1
Kohn-Sham gap (spin up / spin down) = 11.682 / 4.679 eV
<S²> = 0.760
Energy relative to the best compared isomer or geometry (same formula, charge and spin) = 50.3 kcal/mol

---

Molecular formula: C35H66F2I4N3O8
Method: DFT, ωB97M-V with the def2-TZVPD basis set

XYZ file:
```
118
Properties=species:S:1:pos:R:3:forces:R:3
C -0.6770 -4.3673 1.4529 -0.3 -0.8 0.0
C -0.5825 -3.9174 0.0348 -0.2 -0.6 -0.4
I -1.2496 -5.4919 -1.2206 0.0 -0.1 -0.1
C -0.1458 -2.7294 -0.3588 -0.1 0.3 0.0
I 0.3880 -1.5418 1.3625 0.0 0.0 -0.5
C 0.0421 -2.1559 -1.7795 -0.5 1.4 0.7
C -0.7771 -2.6894 -2.9678 0.0 -1.1 -0.4
C -2.3214 -2.6908 -3.0924 -0.8 0.2 -0.1
C -2.8572 -1.6528 -4.1011 -0.2 -0.4 0.5
C -3.2590 -2.7029 -1.8591 0.2 0.2 0.1
N 1.5137 -2.4271 -2.1739 -0.3 0.0 -0.2
C 1.9657 -3.8254 -1.9970 0.1 -1.1 -0.4
C 2.8712 -4.2154 -3.1348 0.5 -0.6 -0.6
N 2.0836 -4.2884 -4.3618 -0.2 0.7 0.1
C 2.5873 -1.4441 -1.8083 1.6 1.0 -0.1
C 3.3854 -1.5621 -0.4869 0.7 0.4 -0.2
I 3.5404 0.3107 0.6409 -0.3 -0.3 0.0
C 4.8798 -1.9787 -0.6592 -0.7 -0.2 0.5
C 5.1350 -3.4658 -0.8814 0.7 0.2 -0.1
I 6.0091 -0.7281 -1.9789 0.0 -0.3 0.0
C 2.0814 -0.0739 -2.1917 -1.0 -1.2 -0.2
N 0.8826 0.1930 -1.3961 0.8 0.1 -0.2
C -0.2432 -0.5863 -1.7771 0.6 1.2 -0.3
F -0.4927 -0.1744 -3.1360 0.0 -0.5 -0.2
C -1.5317 -0.1394 -1.0839 -0.4 0.6 0.3
C -1.6233 1.3462 -0.6544 0.1 -0.5 0.1
C -1.2278 1.7018 0.7620 -0.5 0.6 -0.7
F 0.1322 1.9635 0.8421 0.3 -0.2 0.3
H -1.0306 -5.3907 1.5179 -0.1 -0.1 0.0
H -1.3848 -3.7617 2.0002 0.0 0.3 0.3
H 0.2946 -4.3462 1.9246 0.2 0.2 0.3
H -0.4360 -3.6940 -3.1702 -0.1 -0.5 0.4
H -0.4327 -2.2110 -3.8817 0.2 0.6 0.2
H -2.5677 -3.6114 -3.6101 0.4 -0.5 0.0
H -2.7006 -0.6277 -3.7911 0.2 0.2 -0.2
H -2.4911 -1.8697 -5.0983 0.3 0.3 -0.2
H -3.9302 -1.8084 -4.1226 -0.3 0.0 -0.2
H -3.9522 -1.8725 -1.9253 -0.1 0.3 0.1
H -3.8776 -3.5888 -1.8376 0.0 -0.3 -0.1
H -2.7861 -2.6283 -0.8889 0.2 0.0 0.1
H 1.4831 -2.3402 -3.2020 0.0 0.0 0.0
H 1.1606 -4.5372 -2.1182 -0.7 0.3 0.2
H 2.3685 -4.0617 -1.0251 0.2 0.6 0.3
H 3.6972 -3.5281 -3.2940 0.0 0.1 0.0
H 3.3170 -5.1859 -2.9178 0.1 -0.1 0.4
H 2.6329 -4.6659 -5.1205 -0.1 0.1 -0.1
H 1.2479 -4.8478 -4.2387 0.2 -0.2 -0.1
H 3.3532 -1.5928 -2.5679 0.1 -0.4 -0.2
H 3.0085 -2.2919 0.2145 -0.5 0.0 0.2
H 5.2983 -1.7786 0.3117 0.3 0.3 0.2
H 6.0844 -3.6902 -0.4071 0.2 -0.1 0.0
H 5.2777 -3.7488 -1.9131 -0.3 -0.1 -0.3
H 4.4171 -4.1025 -0.3778 -0.4 0.0 0.0
H 2.8569 0.6684 -2.1024 0.1 0.2 0.4
H 1.8916 -0.1492 -3.2633 -0.2 0.3 -0.2
H 0.6925 1.1765 -1.5397 -0.5 0.0 0.6
H -1.8623 -0.7390 -0.2448 0.3 -0.3 0.1
H -2.3206 -0.2299 -1.8126 -0.1 -0.4 -0.3
H -2.6697 1.6213 -0.7352 -0.3 0.0 0.0
H -1.1192 2.0094 -1.3471 0.1 0.2 -0.2
H -1.5364 0.9316 1.4580 0.3 -0.3 0.3
H -1.7490 2.6232 1.0136 0.1 0.1 0.1
O -3.2421 4.4974 0.4821 0.0 -0.1 0.1
C -3.1884 5.2468 1.4264 0.1 0.3 -0.1
O -4.3200 5.5946 2.0468 -0.2 -0.4 0.0
C -4.3605 6.3412 3.2752 0.0 0.4 0.1
C -4.2745 7.8317 3.0395 -0.1 0.0 -0.1
C -1.8796 5.8641 1.8639 0.1 -0.3 0.4
H -3.5933 5.9851 3.9656 0.1 0.0 -0.1
H -5.3214 6.0979 3.7256 0.0 -0.1 -0.1
H -3.3304 8.1121 2.5709 0.0 0.0 0.1
H -4.3623 8.3781 3.9837 0.0 -0.2 -0.3
H -5.0736 8.1513 2.3687 0.0 -0.1 0.0
H -1.6710 6.7266 1.2330 0.0 0.0 0.0
H -1.0906 5.1262 1.7287 0.0 0.0 -0.2
H -1.8570 6.1687 2.9068 -0.1 0.2 -0.1
O -3.4755 9.5585 5.4182 0.0 0.0 0.3
C -3.7442 9.1075 6.5006 0.1 0.3 0.2
O -4.8887 8.4139 6.6484 0.0 -0.2 -0.3
C -5.2320 7.6903 7.8357 -0.1 0.0 0.3
C -5.8806 8.5856 8.8707 0.1 0.2 0.0
C -2.8721 9.3713 7.7052 0.2 -0.4 0.0
H -4.3642 7.1593 8.2299 0.0 0.1 0.0
H -5.9426 6.9302 7.5150 0.0 0.0 -0.2
H -5.2040 9.3731 9.2026 0.0 -0.1 0.1
H -6.1854 8.0044 9.7410 0.0 0.0 0.0
H -6.7593 9.0729 8.4487 0.0 -0.1 0.0
H -3.1219 10.3505 8.1110 0.0 0.0 0.0
H -1.8347 9.3767 7.3793 0.0 0.2 -0.1
H -2.9565 8.6242 8.4905 -0.1 0.1 0.1
O 3.9214 0.1902 -4.6426 -0.1 0.0 0.0
C 4.3168 1.2277 -5.1133 0.1 0.0 -0.3
O 3.5979 2.3413 -4.9126 -0.1 -0.1 0.4
C 4.0476 3.6566 -5.2712 0.1 0.2 -0.3
C 3.7531 3.9735 -6.7221 0.0 -0.2 -0.1
C 5.5502 1.2788 -5.9812 0.3 0.2 0.3
H 5.1013 3.7856 -5.0216 0.0 -0.1 0.0
H 3.4907 4.3362 -4.6289 -0.1 -0.1 0.1
H 4.2797 3.2989 -7.3973 0.1 0.1 0.0
H 4.0500 4.9954 -6.9566 0.0 0.0 0.0
H 2.6875 3.8629 -6.9231 0.0 0.1 0.0
H 5.2788 0.9858 -6.9945 0.0 0.0 0.0
H 6.2734 0.5672 -5.5882 -0.1 -0.2 -0.1
H 6.0381 2.2495 -6.0060 -0.1 0.0 -0.1
O 1.8741 -11.5391 2.9679 0.0 0.1 -0.2
C 1.3894 -10.4540 2.8282 0.1 0.1 0.3
O 1.2199 -9.9663 1.5758 0.0 -0.2 -0.2
C 0.5037 -8.7711 1.2826 0.0 0.2 0.1
C 1.3830 -7.5441 1.4198 0.2 0.0 0.1
C 1.0382 -9.5847 4.0154 -0.5 0.0 -0.1
H -0.4037 -8.7010 1.8854 0.0 0.0 0.1
H 0.1806 -8.8722 0.2469 0.0 -0.1 0.0
H 1.7435 -7.4174 2.4412 -0.1 0.0 0.0
H 0.8337 -6.6461 1.1344 0.0 0.0 0.0
H 2.2618 -7.6372 0.7801 0.0 0.0 -0.1
H 1.9392 -9.0781 4.3589 0.0 0.0 0.0
H 0.6692 -10.2288 4.8094 0.2 -0.1 0.0
H 0.2633 -8.8470 3.8176 0.1 0.1 0.0
```
Positions in Å, forces in eV/Å.

Results
Max |F| = 0.0374 Eh/bohr
LUMO level = -0.098 Ha
Energy = -3529.6186 Eh
Spin multiplicity = 1
Total charge = +1
Kohn-Sham gap = 8.359 eV